Record 1
Below is 6 unconnected molecules or ions with the total composition C5H19NO5, with properties calculated with wB97M-V/def2-TZVPD.

Structure (XYZ):
```
30
C5H19NO5 wB97M-V/def2-TZVPD
C -2.183 0.192 1.024
C -0.864 0.104 1.074
C 0.254 1.046 0.718
N 0.367 1.531 -0.678
C 0.921 0.669 -1.643
C 0.323 0.605 -2.826
H -2.943 -0.556 1.201
H -2.641 1.164 0.829
H -0.498 -0.872 1.342
H 0.363 1.887 1.397
H 1.200 0.537 0.859
H -0.574 1.832 -0.893
H 1.927 0.359 -1.389
H -0.484 1.347 -2.959
H 0.467 0.552 -3.902
O 3.072 -0.930 0.945
H 3.634 -1.555 0.512
H 3.777 -0.443 1.398
O 1.050 3.195 3.166
H 0.344 3.240 2.537
H 0.690 2.577 3.808
O 1.547 -3.359 1.880
H 1.643 -3.073 2.782
H 0.902 -2.742 1.524
O -2.857 0.506 -2.339
H -2.037 0.440 -2.842
H -3.190 -0.377 -2.285
O -1.409 -2.945 -1.506
H -1.154 -2.898 -2.430
H -1.648 -2.033 -1.303
```

Energy above the lowest of the compared OMol25 structures with the same formula, charge and spin   3.5784 eV
Gap between HOMO and LUMO   9.136 eV
Highest occupied orbital energy   -8.68 eV
Lowest unoccupied orbital energy   0.461 eV

Atom charges from the Löwdin analysis, given in e for atoms 1 to 4: number 1, C, carries 0.00; number 2, C, carries -0.15; number 3, C, carries -0.20; number 4, N, carries -0.02

***

Record 2
Below is 3 unconnected molecules or ions with the total composition C7H20Cl2O8P2, with properties calculated with wB97M-V/def2-TZVPD.

Structure (XYZ):
```
39
C7H20Cl2O8P2 wB97M-V/def2-TZVPD
C -0.836 -3.210 -1.927
O -0.124 -4.388 -2.329
P 0.939 -4.309 -3.491
O 1.524 -5.611 -3.767
O 0.219 -3.569 -4.682
C -0.492 -4.319 -5.671
O 1.933 -3.153 -3.087
C 2.804 -3.302 -1.974
H -0.919 -3.223 -0.842
H -1.818 -3.200 -2.393
H -0.293 -2.300 -2.192
H -0.630 -5.358 -5.369
H 0.066 -4.300 -6.602
H -1.471 -3.863 -5.800
H 2.504 -4.132 -1.332
H 2.785 -2.374 -1.400
H 3.821 -3.461 -2.328
C 0.101 2.211 2.520
O 0.246 3.633 2.624
P -0.900 4.416 3.387
O -1.174 4.017 4.760
O -0.376 5.877 3.164
C -0.663 6.899 4.140
O -2.186 4.270 2.478
C -2.100 4.603 1.079
H 0.667 1.896 1.648
H -0.940 1.898 2.426
H 0.523 1.748 3.412
H -1.007 6.449 5.068
H -1.431 7.556 3.738
H 0.259 7.448 4.302
H -2.877 5.335 0.862
H -2.274 3.696 0.505
H -1.139 5.049 0.828
Cl 0.493 -1.030 1.300
C 1.196 -2.622 1.647
Cl -0.034 -3.833 1.984
H 1.778 -2.944 0.794
H 1.825 -2.501 2.520
```

Gap between HOMO and LUMO   11.211 eV
Highest occupied orbital energy   -10.75 eV
Lowest unoccupied orbital energy   0.457 eV

Atom charges from the Löwdin analysis, given in e for atoms 1 to 4: number 1, C, carries -0.08; number 2, O, carries -0.21; number 3, P, carries 0.30; number 4, O, carries -0.21

***

Record 3
Below is a gas-phase ion, C5H6BrN2O2 (charge +1), with properties calculated with wB97M-V/def2-TZVPD.

Structure (XYZ):
```
16
C5H6BrN2O2 wB97M-V/def2-TZVPD
N -1.010 0.713 1.370
C -1.402 0.088 0.294
C -0.528 -0.626 -0.551
C 0.830 -0.741 -0.551
C 1.727 0.041 0.124
C 1.551 1.369 0.430
Br 2.995 2.254 1.199
N -1.300 -1.399 -1.581
O -0.681 -2.194 -2.226
O -2.445 -1.041 -1.703
H -0.068 0.724 1.714
H -1.599 0.812 2.192
H -2.464 0.075 0.328
H 1.010 -1.577 -1.156
H 2.641 -0.460 0.211
H 0.744 1.961 -0.095
```

Energy above the lowest of the compared OMol25 structures with the same formula, charge and spin   5.4234 eV
Gap between HOMO and LUMO (spin up / spin down)   7.362 / 7.361 eV
Total charge   +1
Highest occupied orbital energy (spin up / spin down)   -14.01 / -14.01 eV
Lowest unoccupied orbital energy (spin up / spin down)   -6.653 / -6.653 eV

Atom charges from the Löwdin analysis, given in e for atoms 1 to 4: number 1, N, carries 0.19; number 2, C, carries 0.03; number 3, C, carries -0.08; number 4, C, carries 0.05